# 1
{"formula": "C10H14N2O3", "method": "wB97M-V/def2-TZVPD", "lumo_ev": [-1.000, -1.006], "gap_ha": [0.2697, 0.2744], "de_lowest_kcal_mol": 140.9, "homo_ev": [-8.3, -8.5], "symbols": ["C", "C", "C", "C", "C", "C", "C", "C", "C", "C", "N", "N", "O", "O", "O", "H", "H", "H", "H", "H", "H", "H", "H", "H", "H", "H", "H", "H", "H"], "coordinates": [[0.764744, 0.981363, 0.293128], [-0.430500, -0.946264, -0.533369], [-0.198898, 1.123428, 1.188437], [-1.505868, -0.553283, 0.288407], [0.693041, -0.053674, -0.653163], [-2.261708, 2.563310, 2.286844], [-3.579243, 0.173084, 2.099089], [2.402234, 0.845501, -2.052902], [1.644152, -1.388558, -2.478240], [-2.280189, 0.977702, 2.118542], [-1.394323, 0.479178, 1.151095], [1.652804, -0.262656, -1.571055], [-1.910304, 2.991330, 3.333997], [-2.561559, 3.030304, 1.178674], [-1.086862, -0.347320, 3.586617], [1.654825, 1.520517, 0.307213], [-0.550248, -1.824764, -1.166554], [0.014901, 1.744513, 2.098743], [-2.492690, -1.021219, 0.290322], [-3.971507, -0.151135, 1.157301], [-3.558912, -0.707652, 2.709930], [-4.350251, 0.899166, 2.445892], [2.282066, 1.793549, -1.714352], [3.418080, 0.714984, -1.999567], [2.073313, 0.802539, -3.097722], [1.316605, -1.032530, -3.445133], [2.657291, -1.575007, -2.546833], [0.907483, -2.107479, -2.136526], [-1.009256, 0.088521, 4.490799]], "atomic_forces_ev_per_a": [[0.087, -1.213, -1.395], [-1.278, 1.170, 0.674], [0.324, 1.450, 2.292], [0.602, -0.642, -0.422], [-1.070, -1.858, -0.281], [0.053, -1.227, -1.665], [-0.816, 2.326, 1.186], [-0.946, -1.941, -2.894], [-1.950, 1.535, 0.385], [-1.028, -3.429, 0.253], [2.080, 0.695, -0.401], [-1.416, 0.505, 2.054], [0.554, 1.201, 2.434], [-0.334, -0.403, -0.135], [-1.024, 2.141, 0.032], [1.144, 1.038, 0.517], [-0.205, 0.473, 0.332], [-0.773, -0.461, -1.112], [0.690, -0.164, -0.154], [0.273, 0.132, -0.999], [0.322, -0.179, 0.660], [0.338, -0.802, 0.160], [-1.388, 2.532, 1.571], [2.663, -0.867, -0.038], [0.745, 0.953, -0.314], [-0.230, 0.031, -0.543], [1.908, -1.826, -0.356], [0.995, -0.587, -0.085], [-0.320, -0.584, -1.757]]}

# 2
{"formula": "C42H43N10O4Ti", "method": "wB97M-V/def2-TZVPD", "lumo_ev": [-3.189, -3.193], "total_charge": 1, "gap_ha": [0.1614, 0.1595], "homo_ev": [-7.6, -7.5], "symbols": ["Ti", "C", "C", "C", "C", "C", "N", "C", "C", "C", "N", "C", "C", "C", "C", "C", "C", "C", "C", "N", "C", "C", "C", "N", "C", "C", "C", "C", "O", "C", "O", "H", "H", "H", "H", "H", "H", "H", "H", "H", "H", "H", "H", "H", "H", "H", "H", "H", "H", "H", "H", "H", "H", "H", "H", "H", "H", "H", "H", "N", "C", "N", "C", "N", "N", "C", "C", "C", "C", "C", "C", "N", "C", "C", "C", "C", "C", "C", "H", "H", "H", "H", "H", "H", "H", "H", "H", "H", "H", "O", "C", "C", "C", "C", "O", "N", "H", "H", "H", "H"], "coordinates": [[0.087825, 0.617103, 0.150496], [-2.491664, 1.024338, -6.533203], [-1.903229, 0.657202, -5.189711], [-1.280523, -0.541602, -4.982095], [-0.760926, -0.929836, -3.709115], [-0.007295, -2.129991, -3.709252], [0.254630, -2.974774, -2.774507], [-0.456158, -3.151360, -1.505112], [-1.913247, -3.521382, -1.796720], [-2.768250, -3.584353, -0.545958], [-2.937492, -2.234494, -0.005165], [-3.926244, -1.840428, 0.724218], [-3.960295, -0.590623, 1.360834], [-5.087264, -0.240586, 2.147340], [-5.113933, 0.884273, 2.917084], [-6.316905, 1.279427, 3.743946], [-3.932743, 1.667096, 2.930180], [-2.825670, 1.367597, 2.189931], [-1.627196, 2.177950, 2.333585], [-0.513116, 2.022012, 1.746385], [0.461521, 3.082419, 2.058726], [0.964613, 3.674133, 0.752801], [-0.108796, 3.697993, -0.320798], [-0.408735, 2.338703, -0.874242], [-1.096342, 2.375683, -1.973925], [-1.346840, 1.286889, -2.889693], [-1.905006, 1.572423, -4.125888], [-0.860105, -0.023523, -2.612225], [-0.403674, -0.299414, -1.447229], [-2.822136, 0.256105, 1.318424], [-1.841312, 0.006048, 0.555385], [-2.757512, 0.134933, -7.104381], [-3.391694, 1.631102, -6.413941], [-1.781667, 1.604229, -7.129992], [-1.190956, -1.243972, -5.809571], [0.435886, -2.401059, -4.665896], [0.966559, -3.656472, -2.991774], [0.039145, -3.953271, -0.962109], [-0.346818, -2.248852, -0.915763], [-2.347509, -2.775778, -2.465141], [-1.947620, -4.482732, -2.311870], [-3.747231, -3.993428, -0.784830], [-2.314374, -4.227892, 0.209072], [-2.177169, -1.547106, -0.084950], [-4.751211, -2.538713, 0.856620], [-5.950161, -0.907745, 2.135666], [-7.125311, 0.556610, 3.631808], [-6.066168, 1.340879, 4.806696], [-6.698841, 2.257374, 3.442336], [-3.889601, 2.544767, 3.575432], [-1.717774, 3.000643, 3.036985], [-0.019316, 3.846186, 2.666789], [1.270057, 2.646556, 2.625305], [1.316331, 4.692107, 0.923563], [1.815978, 3.125155, 0.369797], [-1.034183, 4.120273, 0.075432], [0.221619, 4.334238, -1.136850], [-1.423380, 3.352931, -2.328252], [-2.300356, 2.574517, -4.288878], [5.418991, 1.923242, 3.124642], [4.121482, 1.982269, 3.505197], [3.150664, 1.306597, 2.997712], [3.438074, 0.402481, 1.963722], [2.604348, -0.354965, 1.379875], [1.221488, -0.276835, 1.610381], [0.716617, -1.510402, 1.682641], [-0.466328, -1.929042, 2.416546], [-0.837007, -3.279151, 2.315231], [-1.904341, -3.756194, 3.048827], [-2.597599, -2.881400, 3.875889], [-2.168303, -1.563894, 3.916774], [-1.143884, -1.080442, 3.212155], [4.840012, 0.287847, 1.494240], [5.215133, -0.586379, 0.474664], [6.529251, -0.656878, 0.055822], [7.495621, 0.150401, 0.659995], [7.144587, 1.012039, 1.678524], [5.815942, 1.072465, 2.091335], [6.101605, 2.493741, 3.584736], [3.911486, 2.676908, 4.315077], [1.375249, -2.307654, 1.367394], [-0.257232, -3.941935, 1.675728], [-2.189213, -4.802598, 2.989746], [-3.426901, -3.213941, 4.489268], [-2.684231, -0.846203, 4.553721], [4.448025, -1.221483, 0.044388], [6.814596, -1.341948, -0.734086], [8.529163, 0.096290, 0.336611], [7.891621, 1.640371, 2.157259], [3.039742, 2.811848, -1.288632], [2.917887, 1.649117, -1.634032], [3.777772, 1.055449, -2.739706], [3.312589, -0.385519, -2.828069], [2.351999, -0.521007, -1.660425], [1.916948, -1.611280, -1.313372], [2.036222, 0.715431, -1.101874], [4.826375, 1.166166, -2.464552], [3.613756, 1.634712, -3.648250], [4.102606, -1.131109, -2.753661], [2.754978, -0.587620, -3.747239]], "atomic_forces_ev_per_a": [[1.695, -0.814, 2.121], [0.050, 0.072, 0.106], [-0.304, 0.195, -0.232], [0.242, -0.278, 0.374], [-0.506, 0.465, -0.461], [0.152, -0.078, -0.424], [-0.293, -0.419, 0.313], [-0.072, -0.159, 0.071], [0.090, 0.055, -0.083], [-0.025, 0.288, 0.043], [0.726, -0.782, -0.606], [-0.733, 0.148, 0.393], [-0.457, -0.182, 0.017], [-0.144, -0.195, -0.028], [-0.122, 0.167, 0.136], [0.191, -0.008, -0.045], [-0.339, 0.196, 0.361], [0.440, 0.345, 0.109], [-0.413, -0.257, 0.005], [-0.018, 0.672, 0.327], [-0.064, -0.190, -0.264], [-0.074, -0.070, -0.020], [-0.039, -0.093, 0.034], [-1.032, 1.028, -1.199], [0.650, 0.336, 0.798], [-0.255, -0.202, -0.255], [0.153, 0.068, 0.129], [0.369, -0.033, 0.130], [-0.508, -0.707, -1.500], [-0.091, -0.131, 0.026], [-0.139, 0.071, -0.201], [0.014, 0.028, 0.032], [0.059, -0.061, -0.008], [-0.045, -0.034, 0.059], [0.017, 0.088, 0.105], [0.078, 0.128, 0.043], [-0.024, -0.073, 0.082], [0.101, -0.038, -0.070], [0.030, 0.045, 0.029], [-0.029, -0.004, -0.076], [-0.034, -0.022, 0.019], [-0.119, 0.009, 0.006], [0.041, 0.019, 0.058], [0.063, 0.006, 0.034], [0.009, 0.075, 0.024], [0.145, 0.097, 0.001], [0.052, 0.016, -0.009], [-0.004, -0.008, -0.081], [0.021, -0.038, 0.002], [-0.056, -0.108, -0.049], [-0.121, 0.143, 0.152], [-0.093, 0.097, 0.098], [0.301, -0.206, 0.163], [-0.010, 0.028, -0.015], [0.183, -0.096, -0.095], [-0.131, -0.005, 0.018], [0.056, -0.003, -0.142], [0.009, 0.056, -0.105], [0.049, -0.126, -0.022], [-0.167, -0.147, -0.122], [-0.105, -0.128, -0.184], [-0.027, 0.088, -0.112], [0.198, 0.353, 0.297], [-0.372, -0.384, -0.267], [0.785, 0.322, 0.055], [-0.658, 0.320, -0.178], [0.254, 0.260, -0.060], [-0.061, -0.296, 0.004], [0.118, -0.114, -0.123], [-0.097, 0.006, 0.047], [0.165, 0.185, -0.095], [-0.181, -0.002, 0.067], [-0.089, -0.091, 0.100], [-0.018, -0.124, -0.117], [0.019, 0.035, 0.015], [0.040, -0.040, -0.036], [0.116, 0.083, 0.032], [0.051, 0.128, 0.118], [0.107, 0.122, 0.101], [0.015, -0.041, -0.027], [0.108, -0.186, -0.230], [-0.061, 0.076, 0.119], [0.035, 0.071, 0.014], [0.063, 0.048, -0.055], [0.067, -0.049, -0.077], [0.051, 0.079, 0.008], [-0.021, 0.039, 0.054], [-0.085, 0.012, 0.022], [-0.091, -0.083, -0.055], [-0.264, -0.138, 0.033], [-0.289, -0.015, 0.171], [-0.024, -0.086, -0.046], [0.143, 0.143, -0.035], [-0.018, 0.597, 0.268], [0.120, 0.242, 0.300], [0.430, -0.763, -0.506], [-0.005, -0.025, 0.017], [0.034, 0.011, 0.019], [0.011, -0.007, 0.032], [0.010, -0.025, 0.007]]}